{"formula": "C6H12O", "method": "ωB97M-V/def2-TZVPD", "de_lowest_kj_mol": 266.8, "smiles": "C1=CCC1.COC", "multiplicity": 1, "total_charge": 0, "homo_ev": -9.2, "e_lumo_ev": 1.0862, "species": ["C", "C", "C", "C", "H", "H", "H", "H", "H", "H", "C", "O", "C", "H", "H", "H", "H", "H", "H"], "xyz": [[1.528, -1.157, -0.081], [1.689, -1.098, 1.243], [1.911, 0.400, 1.261], [1.695, 0.334, -0.283], [1.326, -1.969, -0.775], [1.667, -1.840, 2.037], [1.161, 0.989, 1.800], [2.913, 0.721, 1.568], [2.550, 0.649, -0.893], [0.791, 0.853, -0.616], [-1.773, -0.826, -0.130], [-1.545, 0.541, 0.101], [-2.016, 1.330, -0.960], [-1.394, -1.371, 0.737], [-1.237, -1.176, -1.027], [-2.846, -1.038, -0.261], [-1.766, 2.369, -0.733], [-1.544, 1.048, -1.915], [-3.108, 1.240, -1.075]], "atomic_forces_ev_per_a": [[0.0, -0.1, 0.1], [0.0, -0.1, 0.0], [0.1, 0.1, 0.1], [0.0, 0.1, -0.2], [0.1, 0.1, 0.1], [0.0, 0.1, -0.1], [0.1, -0.1, -0.1], [-0.2, 0.0, 0.0], [-0.1, -0.1, 0.1], [0.2, -0.1, 0.0], [-0.1, -0.3, 0.0], [0.0, 0.0, 0.1], [-0.1, 0.2, -0.2], [-0.1, 0.1, -0.1], [-0.1, 0.1, 0.1], [0.1, 0.0, 0.0], [-0.1, -0.1, -0.1], [0.0, 0.0, 0.1], [0.2, 0.0, 0.0]]}

***

{"formula": "C44H43N4", "method": "ωB97M-V/def2-TZVPD", "multiplicity": 1, "total_charge": 1, "homo_ev": -9.4, "e_lumo_ev": -2.4745, "species": ["C", "N", "C", "C", "C", "N", "C", "C", "C", "H", "H", "H", "H", "H", "H", "H", "H", "H", "H", "H", "H", "H", "H", "C", "C", "C", "C", "N", "C", "C", "C", "C", "C", "C", "C", "C", "C", "C", "C", "C", "C", "C", "C", "N", "C", "C", "C", "C", "C", "C", "C", "C", "C", "C", "C", "C", "C", "C", "C", "C", "C", "C", "H", "H", "H", "H", "H", "H", "H", "H", "H", "H", "H", "H", "H", "H", "H", "H", "H", "H", "H", "H", "H", "H", "H", "H", "H", "H", "H", "H", "H"], "xyz": [[2.555, 0.788, 3.063], [1.261, 0.135, 3.125], [1.386, -1.307, 3.386], [0.212, -1.921, 4.103], [-1.032, -1.379, 3.456], [-1.020, 0.088, 3.238], [-2.331, 0.681, 3.343], [0.086, 0.796, 2.970], [0.060, 2.345, 2.676], [2.605, 1.672, 3.709], [3.284, 0.068, 3.453], [2.840, 1.059, 2.037], [1.514, -1.847, 2.428], [2.295, -1.451, 3.985], [0.245, -3.007, 3.952], [0.245, -1.775, 5.191], [-1.151, -1.894, 2.488], [-1.898, -1.614, 4.082], [-2.346, 1.518, 4.050], [-2.723, 1.011, 2.372], [-2.999, -0.088, 3.749], [-0.552, 2.768, 3.494], [1.075, 2.696, 2.929], [1.611, 1.271, -7.182], [1.307, 0.225, -6.305], [1.654, 0.322, -4.959], [2.331, 1.462, -4.493], [2.794, 1.495, -3.149], [4.155, 1.145, -2.897], [5.123, 2.149, -2.981], [6.461, 1.834, -2.748], [6.824, 0.525, -2.427], [5.855, -0.477, -2.354], [4.512, -0.171, -2.597], [2.004, 1.898, -2.064], [1.960, 1.064, -0.927], [1.137, 1.442, 0.129], [0.521, 2.694, 0.208], [-0.312, 3.102, 1.409], [-0.357, 4.688, 1.601], [-1.589, 5.320, 1.813], [-1.715, 6.711, 1.832], [-0.594, 7.554, 1.764], [-0.700, 8.960, 1.824], [0.410, 9.799, 2.150], [0.701, 10.925, 1.359], [1.767, 11.765, 1.693], [2.476, 11.558, 2.888], [2.129, 10.484, 3.718], [1.128, 9.590, 3.332], [-1.960, 9.647, 1.726], [-2.501, 10.320, 2.841], [-3.704, 11.032, 2.731], [-4.327, 11.166, 1.487], [-3.756, 10.571, 0.361], [-2.594, 9.800, 0.482], [0.654, 6.916, 1.580], [0.773, 5.525, 1.485], [0.630, 3.537, -0.914], [1.309, 3.122, -2.063], [2.679, 2.485, -5.379], [2.293, 2.398, -6.718], [1.313, 1.211, -8.227], [0.796, -0.666, -6.663], [1.440, -0.484, -4.255], [4.802, 3.159, -3.247], [7.206, 2.625, -2.819], [7.869, 0.288, -2.229], [6.131, -1.500, -2.110], [3.738, -0.940, -2.568], [2.502, 0.107, -0.910], [1.061, 0.715, 0.944], [-1.345, 2.904, 1.057], [-2.482, 4.703, 1.847], [-2.702, 7.153, 1.880], [0.105, 11.128, 0.469], [2.046, 12.591, 1.028], [3.295, 12.237, 3.166], [2.650, 10.340, 4.666], [0.873, 8.741, 3.960], [-1.979, 10.272, 3.801], [-4.150, 11.487, 3.618], [-5.255, 11.734, 1.397], [-4.207, 10.699, -0.623], [-2.137, 9.327, -0.388], [1.540, 7.535, 1.422], [1.747, 5.094, 1.214], [0.203, 4.528, -0.844], [1.329, 3.771, -2.938], [3.252, 3.334, -4.995], [2.534, 3.222, -7.389]], "atomic_forces_ev_per_a": [[0.8, 0.4, -0.1], [-0.7, 0.7, 0.1], [0.2, -0.7, -0.1], [0.1, 0.0, 0.3], [-0.2, -0.4, -0.1], [0.5, 0.0, -0.2], [-0.9, 0.6, -0.1], [0.4, -0.7, 0.3], [0.6, -0.2, 2.3], [-0.1, -0.2, -0.2], [-0.1, 0.4, -0.2], [-0.1, 0.0, 0.3], [0.1, 0.4, 0.3], [-0.3, 0.0, -0.3], [0.0, 0.2, 0.0], [-0.1, 0.3, -0.3], [-0.2, 0.4, 0.2], [0.2, 0.1, -0.3], [0.1, -0.1, -0.2], [0.1, -0.1, 0.2], [0.1, 0.4, -0.3], [0.1, -0.3, -0.3], [-0.3, -0.2, -0.1], [0.1, 0.1, 0.2], [0.0, 0.2, 0.1], [0.2, 0.4, 0.0], [0.1, -0.2, -0.5], [0.1, 0.0, 0.1], [0.2, 0.0, -0.1], [0.1, -0.4, 0.1], [-0.2, 0.1, 0.0], [-0.1, 0.0, 0.0], [-0.2, 0.2, 0.0], [0.4, 0.2, 0.0], [0.0, -0.2, 0.3], [-0.6, 0.5, -0.5], [0.6, -0.2, 0.5], [0.4, 0.0, -0.6], [-1.0, 1.0, -1.6], [0.4, -0.7, 0.5], [0.5, 0.1, -0.6], [0.0, -0.1, 0.2], [0.2, 0.0, 0.0], [-0.1, -0.6, -0.1], [0.2, 0.5, 0.2], [0.3, -0.3, 0.0], [0.0, -0.1, 0.4], [-0.1, -0.1, -0.2], [0.1, 0.1, -0.4], [0.1, 0.3, -0.1], [-0.6, 0.7, 0.0], [-0.1, -0.4, -0.2], [0.3, -0.2, -0.2], [0.1, -0.1, 0.1], [0.2, -0.3, 0.1], [0.1, 0.0, 0.3], [0.2, -0.1, -0.2], [-0.3, 0.0, -0.1], [0.2, -0.7, 0.1], [-0.1, -0.2, 0.5], [-0.3, -0.2, 0.0], [0.0, 0.0, 0.1], [0.1, 0.0, 0.2], [0.1, 0.2, 0.0], [0.0, 0.2, -0.2], [0.2, -0.3, 0.2], [0.0, -0.2, 0.0], [-0.2, 0.0, -0.1], [0.0, 0.2, -0.1], [0.3, 0.2, 0.0], [-0.4, 0.6, -0.1], [-0.1, 0.4, -0.5], [0.2, -0.2, 0.7], [-0.1, 0.1, 0.1], [0.0, 0.0, 0.2], [0.2, -0.1, 0.2], [-0.2, -0.3, 0.3], [-0.5, -0.4, -0.1], [-0.1, 0.0, -0.3], [0.0, 0.1, 0.0], [-0.2, -0.1, -0.3], [0.2, -0.1, -0.3], [0.3, -0.2, 0.0], [0.1, 0.0, 0.3], [-0.2, 0.1, 0.2], [-0.2, -0.2, 0.2], [-0.4, 0.2, 0.3], [-0.1, 0.0, -0.3], [0.1, -0.2, 0.2], [-0.3, -0.3, -0.3], [-0.1, -0.3, 0.1]]}